ORCA calculation (wB97M-V/def2-TZVPD) on 2 unconnected molecules or ions with the total composition C5H9ClN3.

As for the expectation value of S²: 2.007. For the energy, the calculation gives -22310.9647 eV. The molar mass comes out at 146.6 u.

Structure (ORCA input):
```
! RIJCOSX wB97M-V def2-TZVPD def2/J DEFGRID3
* xyz 1 3
H -1.39 -1.46 1.22
C 1.28 0.32 1.36
N -1.15 -1.82 0.38
H 0.32 1.73 -2.21
C 1.85 0.93 -0.97
N 0.03 0.76 1.15
C 2.12 0.35 0.33
H -1.55 -1.59 -1.70
C -0.36 1.22 -0.05
H -2.83 -1.23 -0.56
N -1.78 -1.07 -0.69
H -1.50 -2.80 0.32
Cl -1.97 1.70 -0.16
H 1.51 -0.03 2.42
H 3.10 0.02 0.46
C 0.60 1.35 -1.23
H -0.79 0.78 1.82
H 2.51 0.84 -1.89
*
```

Mulliken atomic charge list, values in e, 8 entries:
1 H 0.18
2 C -0.09
3 N -0.43
4 H 0.40
5 C -0.51
6 N -0.11
7 C -0.31
8 H 0.30

***

ORCA calculation (wB97M-V/def2-TZVPD) on C4H7FOS in the gas phase.

The structure (SMILES) is C[C@@]1(F)COCS1. For the energy, the calculation gives -19860.0453 eV. The molar mass comes out at 122.2 u.

Structure (ORCA input):
```
! RIJCOSX wB97M-V def2-TZVPD def2/J DEFGRID3
* xyz 0 1
F 0.75 -1.74 1.11
C -1.88 0.60 -0.32
C 0.51 -0.70 0.20
H 1.77 -1.18 -1.56
S -1.22 -1.01 -0.83
H 0.82 1.07 1.34
O -0.73 1.32 0.05
H -2.40 1.10 -0.99
H 2.54 -0.47 -0.31
H 1.17 0.53 -1.33
C 1.56 -0.43 -0.83
H -2.33 0.34 0.72
H -0.58 0.06 1.78
C 0.00 0.50 0.97
*
```

Mulliken atomic charge list, values in e, 8 entries:
1 F -0.32
2 C -0.28
3 C 0.87
4 H 0.36
5 S -0.20
6 H 0.38
7 O -0.40
8 H 0.40

***

ORCA calculation (wB97M-V/def2-TZVPD) on a molecular structure, C16H23I2N2O8S2Ta.

For the energy, the calculation gives -75734.5053 eV. The molar mass comes out at 870.3 u.

Structure (ORCA input):
```
! RIJCOSX wB97M-V def2-TZVPD def2/J DEFGRID3
* xyz 2 1
H -2.99 -2.06 -0.28
O -1.46 1.35 0.66
C 1.22 3.08 2.46
C 3.47 -2.71 1.37
C 6.38 -3.60 2.74
I -0.27 -2.01 0.21
H -0.99 0.50 3.21
H 2.06 -4.08 1.45
H -0.80 2.02 4.10
C 7.99 -4.76 4.09
S 0.86 2.31 -2.21
O -1.39 3.60 1.17
O 1.47 3.15 -3.15
H 1.65 3.46 1.54
O 0.77 0.95 1.29
H 0.73 3.92 2.96
H 8.19 -4.47 1.97
H 7.52 -4.89 6.18
S 2.30 -1.42 1.48
Ta -0.20 0.75 -0.65
H 1.74 0.94 1.37
H 4.66 -2.82 3.78
C -0.98 2.53 1.37
H 5.76 -6.70 -0.16
C 5.59 -3.37 3.86
H 0.55 0.89 4.00
H 3.27 -6.01 1.56
C 4.78 -6.74 -0.63
O 6.62 -3.30 0.39
O 1.09 2.48 -0.71
H 4.57 -4.60 -0.83
N 4.75 -2.35 1.29
H -2.12 -3.06 -1.52
I -2.15 -0.49 -2.27
O 1.14 0.78 -2.23
H 8.93 -5.29 4.19
H 2.01 2.71 3.12
N 3.06 -3.97 1.37
C 6.00 -3.14 1.39
H 4.94 -6.91 -1.70
C 4.02 -5.44 -0.40
H 5.39 -3.66 5.97
H 3.04 -5.47 -0.89
C 0.19 2.01 2.21
C 6.00 -3.84 5.10
O -0.67 2.21 -2.13
H 4.24 -7.59 -0.23
H 4.78 -5.15 1.61
C 7.59 -4.30 2.86
C -2.12 -2.14 -0.94
C -0.30 1.30 3.45
H 4.90 -1.37 1.16
C 3.83 -5.19 1.09
C 7.20 -4.53 5.21
*
```

Mulliken atomic charge list, values in e, 8 entries:
1 H 0.46
2 O -0.44
3 C -1.60
4 C 0.47
5 C 0.57
6 I 0.40
7 H 0.33
8 H 0.22

***

- energy of number 3 (C16H23I2N2O8S2Ta)?
  -75734.5053 eV

***

- The lowest energy belongs to which entry?
  C16H23I2N2O8S2Ta